Record 1
A 2-piece molecular cluster, C2H6OS overall, computed with wB97M-V/def2-TZVPD.

Computed properties:
energy above the lowest of the compared OMol25 structures with the same formula, charge and spin	19.1	kcal per mole
net charge	+1
DFT total energy	-552.833846	Ha
spin multiplicity	2
largest force on an atom	0.757	eV Å⁻¹

Last column: Mulliken charge in e.
Element x y z (Å)
S1 0.217 2.462 1.249  -0.21
H1 0.027 3.200 2.351  0.23
H2 -0.726 3.084 0.529  0.23
O1 1.211 -0.845 -1.924  -0.11
C1 0.614 -1.558 -1.178  0.31
C2 -0.344 -1.031 -0.146  -0.72
H3 0.742 -2.650 -1.233  0.37
H4 -0.735 -0.074 -0.441  0.26
H5 0.127 -0.823 0.813  0.31
H6 -1.133 -1.764 -0.020  0.33

=====

Record 2
C22H34O17Rb as an isolated structure in a non-equilibrium geometry, computed with wB97M-V/def2-TZVPD.

Computed properties:
energy above the lowest of the compared OMol25 structures with the same formula, charge and spin	132.3	kcal per mole
net charge	-1
DFT total energy	-2161.685296	Ha
largest force on an atom	7.713	eV Å⁻¹

Last column: Mulliken charge in e.
Element x y z (Å)
Rb1 3.677 -1.228 -4.321  0.84
O1 -0.822 2.341 -4.280  -0.97
C1 -0.477 1.951 -3.006  -0.11
C2 0.326 0.550 -2.578  0.50
O2 1.523 0.239 -3.327  -0.63
H1 -1.426 1.927 -2.471  0.03
H2 -0.032 2.875 -2.636  0.02
H3 -0.387 -0.274 -2.529  -0.32
H4 0.579 0.646 -1.522  -0.31
C3 0.583 -0.731 1.528  -0.46
C4 0.141 -1.739 2.649  0.12
C5 -1.152 -1.346 3.408  0.33
O3 -1.959 -2.479 3.365  -0.41
C6 -1.448 -3.362 2.488  0.55
O4 -1.904 -4.458 2.204  -0.62
O5 -0.241 -2.977 2.170  -0.20
H5 -0.184 -0.704 0.754  0.00
H6 1.530 -1.031 1.079  0.32
H7 0.716 0.209 2.064  -0.02
H8 0.926 -1.774 3.404  0.31
H9 -1.780 -0.649 2.852  -0.28
H10 -0.857 -1.088 4.426  0.37
C7 0.006 2.840 2.899  -1.14
C8 -0.526 3.849 2.021  0.53
C9 -0.462 3.456 0.461  -0.16
O6 -1.610 3.869 -0.077  -0.30
C10 -2.459 4.123 0.839  0.50
O7 -3.621 4.387 0.703  -0.60
O8 -1.974 3.866 2.113  -0.38
H11 -0.650 1.985 2.738  0.03
H12 -0.210 3.031 3.950  0.46
H13 1.094 2.907 2.878  0.27
H14 -0.265 4.884 2.239  0.43
H15 -0.291 2.387 0.338  0.07
H16 0.269 4.053 -0.084  0.28
C11 3.771 2.097 1.380  -1.19
C12 4.634 2.114 0.163  0.72
C13 4.049 1.460 -0.997  -0.19
O9 4.340 2.324 -2.012  -0.21
C14 4.618 3.516 -1.446  0.55
O10 4.923 4.511 -2.088  -0.63
O11 4.795 3.468 -0.171  -0.36
H17 3.648 1.145 1.895  0.42
H18 2.807 2.411 0.979  0.05
H19 4.042 2.797 2.170  0.42
H20 5.523 1.568 0.477  0.17
H21 3.058 1.040 -0.820  0.06
H22 4.620 0.563 -1.238  0.18
C15 1.565 -4.374 -0.400  -1.36
C16 0.794 -4.517 -1.737  0.62
C17 -0.374 -3.621 -1.803  0.23
O12 -0.366 -3.401 -3.220  -0.33
C18 0.811 -3.402 -3.607  0.70
O13 1.025 -3.042 -4.777  -0.68
O14 1.583 -3.981 -2.764  -0.32
H23 2.468 -4.917 -0.678  0.42
H24 1.064 -4.658 0.526  0.32
H25 1.992 -3.375 -0.310  0.28
H26 0.463 -5.520 -2.008  0.32
H27 -0.344 -2.612 -1.392  -0.34
H28 -1.372 -3.997 -1.576  0.15
C19 -3.895 -2.329 -0.275  -1.62
C20 -3.445 -0.945 -0.444  1.27
C21 -4.487 0.070 -0.762  -0.64
O15 -4.679 0.858 0.396  -0.36
C22 -3.686 0.654 1.227  0.34
O16 -3.594 1.046 2.386  -0.60
O17 -2.955 -0.374 0.792  0.12
H29 -4.196 -2.730 -1.243  0.49
H30 -4.714 -2.388 0.441  0.43
H31 -3.093 -2.975 0.083  0.04
H32 -2.666 -1.017 -1.204  -0.27
H33 -5.208 -0.683 -1.080  0.36
H34 -4.154 0.681 -1.600  0.37

=====

Record 3
C4H6O4 as an isolated structure in a non-equilibrium geometry, computed with wB97M-V/def2-TZVPD.

Computed properties:
energy above the lowest of the compared OMol25 structures with the same formula, charge and spin	99.3	kcal per mole
net charge	0
DFT total energy	-456.862733	Ha
largest force on an atom	1.131	eV Å⁻¹

Last column: Mulliken charge in e.
Element x y z (Å)
C1 1.646 -0.573 0.698  -0.16
C2 0.174 -0.268 0.383  0.81
C3 -1.817 0.805 -1.092  0.04
C4 -2.637 0.250 -0.313  -0.84
O1 -0.741 -0.756 1.107  -0.56
O2 2.250 -1.194 -0.406  -0.50
O3 2.290 0.607 1.104  -0.50
O4 -0.030 0.473 -0.629  -0.53
H1 2.132 1.291 0.439  0.35
H2 2.063 -0.672 -1.198  0.35
H3 1.712 -1.270 1.530  0.31
H4 -1.508 1.451 -1.887  0.38
H5 -3.714 0.269 -0.306  0.35
H6 -1.819 -0.413 0.572  0.50

=====

Record 4
A 15-piece molecular cluster, C29H32Cl56FN3O2P overall in a non-equilibrium geometry, computed with wB97M-V/def2-TZVPD.

Computed properties:
net charge	+1
DFT total energy	-27650.396421	Ha
largest force on an atom	2.604	eV Å⁻¹

Last column: Mulliken charge in e.
Element x y z (Å)
C1 4.969 -2.946 -0.025  -1.04
C2 3.713 -2.085 -0.202  1.09
C3 3.196 -2.064 -1.625  -0.56
O1 1.997 -1.281 -1.776  -0.40
N1 0.914 -1.904 -1.199  1.59
C4 -0.114 -2.411 -2.086  -1.60
C5 -1.128 -2.895 -1.028  1.47
C6 -0.551 -4.262 -0.481  -0.97
O2 -1.231 -5.406 -0.941  -0.47
C7 -0.767 -5.833 -2.209  -0.66
C8 -2.551 -3.062 -1.512  -0.42
F1 -2.994 -1.939 -2.188  -0.45
C9 -3.534 -3.558 -0.436  -0.50
C10 -4.937 -2.960 -0.535  -1.38
N2 -0.836 -1.943 0.100  0.73
P1 -2.019 -0.679 0.564  0.34
C11 -2.215 -0.672 2.409  -0.27
C12 -3.718 -0.918 2.716  -0.67
C13 -1.589 0.993 -0.074  -0.75
C14 -1.777 1.101 -1.597  -0.73
C15 0.391 -1.403 -0.066  -2.03
N3 1.038 -0.550 0.743  0.23
H1 4.924 -3.828 -0.663  0.37
H2 5.894 -2.385 -0.128  0.38
H3 4.959 -3.313 1.002  0.07
H4 3.908 -1.058 0.116  0.15
H5 2.981 -2.462 0.494  -0.93
H6 3.041 -3.096 -1.958  0.29
H7 3.983 -1.665 -2.252  0.49
H8 0.347 -3.240 -2.625  0.42
H9 -0.473 -1.760 -2.886  0.27
H10 -0.624 -4.237 0.603  0.32
H11 0.508 -4.379 -0.727  0.40
H12 -1.319 -6.710 -2.529  0.34
H13 -0.934 -5.053 -2.961  0.26
H14 0.307 -6.045 -2.197  0.24
H15 -2.502 -3.838 -2.275  0.99
H16 -3.092 -3.318 0.535  0.23
H17 -3.569 -4.643 -0.464  0.41
H18 -4.955 -1.928 -0.864  0.22
H19 -5.365 -2.966 0.470  0.38
H20 -5.595 -3.599 -1.118  0.40
H21 -1.692 -1.537 2.813  0.35
H22 -1.874 0.271 2.826  -0.04
H23 -4.005 -0.428 3.643  0.32
H24 -4.312 -0.561 1.884  0.02
H25 -3.919 -1.984 2.815  0.32
H26 -2.281 1.695 0.395  0.61
H27 -0.587 1.351 0.179  0.40
H28 -2.789 1.424 -1.825  0.31
H29 -1.556 0.153 -2.065  -0.05
H30 -1.098 1.836 -2.028  0.23
H31 1.379 -0.891 1.627  0.22
H32 1.231 0.409 0.513  0.23
C16 5.765 2.825 -2.365  0.14
Cl1 5.454 4.086 -3.555  -0.03
Cl2 4.224 2.106 -1.900  0.01
Cl3 6.810 1.587 -3.082  -0.11
Cl4 6.559 3.469 -0.933  -0.02
C17 2.822 -5.929 1.947  0.30
Cl5 2.174 -4.288 1.790  -0.12
Cl6 1.905 -7.016 0.900  -0.09
Cl7 4.526 -5.938 1.488  -0.06
Cl8 2.679 -6.443 3.634  -0.12
C18 2.111 -11.047 2.214  0.30
Cl9 2.289 -9.407 2.879  0.00
Cl10 2.851 -12.236 3.285  -0.08
Cl11 0.394 -11.410 2.024  -0.09
Cl12 2.909 -11.110 0.637  -0.11
C19 -0.604 1.755 5.493  0.26
Cl13 -1.711 0.409 5.793  -0.09
Cl14 0.163 1.548 3.902  -0.08
Cl15 -1.503 3.270 5.512  0.02
Cl16 0.641 1.784 6.740  -0.10
C20 1.791 -10.476 7.405  0.28
Cl17 3.282 -11.252 7.950  -0.10
Cl18 0.441 -11.600 7.584  -0.10
Cl19 1.489 -9.030 8.379  -0.11
Cl20 1.954 -10.019 5.703  0.02
C21 -6.788 1.754 -0.152  0.15
Cl21 -7.814 0.926 -1.324  -0.10
Cl22 -5.241 0.898 -0.021  -0.01
Cl23 -6.489 3.409 -0.690  -0.03
Cl24 -7.584 1.771 1.425  -0.10
C22 -3.571 5.320 -3.405  0.34
Cl25 -3.206 6.816 -4.261  -0.07
Cl26 -4.417 4.210 -4.487  -0.11
Cl27 -2.064 4.573 -2.852  -0.08
Cl28 -4.596 5.664 -2.001  -0.09
C23 3.576 2.279 -6.846  0.23
Cl29 4.833 1.890 -5.664  -0.01
Cl30 2.110 1.363 -6.462  -0.10
Cl31 3.222 4.009 -6.787  -0.01
Cl32 4.127 1.838 -8.462  -0.10
C24 -6.391 9.609 -4.697  0.24
Cl33 -5.924 11.160 -4.000  -0.05
Cl34 -5.836 8.303 -3.639  0.03
Cl35 -8.149 9.536 -4.854  -0.08
Cl36 -5.647 9.423 -6.291  -0.11
C25 -3.612 6.407 6.463  0.35
Cl37 -4.710 5.053 6.756  -0.08
Cl38 -2.849 6.209 4.877  -0.11
Cl39 -4.517 7.920 6.495  -0.10
Cl40 -2.364 6.435 7.713  -0.08
C26 3.390 8.045 -8.051  0.35
Cl41 4.833 7.426 -8.858  -0.10
Cl42 2.924 6.932 -6.754  -0.08
Cl43 3.729 9.634 -7.364  -0.09
Cl44 2.066 8.169 -9.212  -0.09
C27 7.522 -3.365 3.562  0.29
Cl45 8.839 -3.813 4.643  -0.08
Cl46 6.031 -4.136 4.156  -0.06
Cl47 7.348 -1.594 3.563  -0.06
Cl48 7.891 -3.923 1.924  -0.10
C28 8.333 3.771 2.987  0.32
Cl49 8.121 2.017 2.755  -0.05
Cl50 7.560 4.704 1.687  -0.09
Cl51 7.619 4.219 4.538  -0.09
Cl52 10.053 4.156 2.991  -0.08
C29 -7.791 11.961 -0.345  0.32
Cl53 -8.156 13.250 -1.498  -0.10
Cl54 -9.244 11.568 0.580  -0.10
Cl55 -7.242 10.531 -1.224  -0.02
Cl56 -6.518 12.499 0.756  -0.10

=====

Record 5
C41H38AsMnN2O9P2 as an isolated structure in a non-equilibrium geometry, computed with wB97M-V/def2-TZVPD.

Computed properties:
energy above the lowest of the compared OMol25 structures with the same formula, charge and spin	7.3	kcal per mole
net charge	-1
DFT total energy	-6441.760961	Ha
spin multiplicity	6
largest force on an atom	1.606	eV Å⁻¹

Last column: Mulliken charge in e.
Element x y z (Å)
Mn1 -0.315 -0.157 0.092  0.47
C1 3.759 1.676 2.693  -1.76
C2 2.835 0.640 2.103  1.08
O1 3.413 -0.658 2.125  -0.71
P1 1.258 0.429 3.033  0.62
O2 0.717 1.792 3.553  -0.63
O3 1.727 -0.287 4.396  -0.60
O4 0.305 -0.434 2.295  -0.63
P2 2.250 0.966 0.373  1.03
O5 3.529 1.666 -0.355  -0.70
O6 1.101 1.905 0.324  0.07
O7 2.061 -0.418 -0.207  -1.00
H1 3.954 1.453 3.743  0.45
H2 3.282 2.651 2.613  0.32
H3 4.706 1.690 2.152  0.34
H4 3.040 -1.104 1.339  0.39
H5 -0.211 2.038 3.235  0.42
H6 2.116 -1.135 4.178  0.38
H7 4.086 0.989 -0.736  0.34
C3 4.230 -0.293 -4.821  -0.45
C4 3.437 0.795 -5.148  -0.71
C5 2.246 1.018 -4.479  -0.09
C6 1.818 0.142 -3.486  0.62
C7 2.630 -0.944 -3.158  -0.58
C8 3.828 -1.155 -3.811  -0.83
As1 0.084 0.202 -2.563  1.96
C9 -0.690 1.738 -3.496  0.07
C10 -0.222 3.011 -3.172  -0.35
C11 -0.781 4.139 -3.746  -0.73
C12 -1.830 4.016 -4.645  -0.62
C13 -2.334 2.758 -4.936  -0.67
C14 -1.782 1.632 -4.354  -0.57
C15 -0.633 -1.209 -3.737  -0.42
C16 -1.285 -2.293 -3.165  -0.23
C17 -1.771 -3.324 -3.954  -0.67
C18 -1.603 -3.283 -5.328  -0.48
C19 -0.947 -2.209 -5.908  -0.78
C20 -0.462 -1.182 -5.119  -0.27
H8 5.152 -0.475 -5.356  0.36
H9 3.751 1.468 -5.935  0.40
H10 1.636 1.876 -4.743  0.32
H11 2.299 -1.608 -2.366  0.38
H12 4.451 -1.997 -3.541  0.40
H13 0.592 3.113 -2.459  0.40
H14 -0.404 5.122 -3.499  0.44
H15 -2.259 4.894 -5.110  0.36
H16 -3.161 2.656 -5.625  0.39
H17 -2.209 0.657 -4.552  0.44
H18 -1.405 -2.307 -2.085  0.06
H19 -2.280 -4.161 -3.496  0.47
H20 -1.978 -4.085 -5.950  0.37
H21 -0.813 -2.172 -6.981  0.39
H22 0.054 -0.343 -5.574  0.45
C21 -2.858 -4.399 0.631  -0.39
C22 -1.478 -4.421 0.726  -0.70
C23 -0.747 -3.262 0.513  0.20
C24 -1.354 -2.037 0.197  -0.46
C25 -2.758 -2.053 0.136  0.48
C26 -3.497 -3.206 0.343  -0.78
H23 -3.431 -5.306 0.773  0.35
H24 -0.972 -5.351 0.956  0.37
H25 0.335 -3.316 0.582  0.33
H26 -3.286 -1.135 -0.107  0.30
H27 -4.579 -3.178 0.272  0.39
O8 -2.328 0.939 -1.372  -0.65
C27 -2.308 1.733 -0.434  -0.37
N1 -2.823 2.989 -0.472  0.27
C28 -2.803 3.590 0.837  2.68
C29 -1.961 2.497 1.594  -0.24
O9 -1.589 2.650 2.754  -1.04
N2 -1.785 1.458 0.795  0.25
C30 -4.160 3.594 1.493  -0.78
C31 -5.254 2.979 0.895  -0.27
C32 -6.477 2.951 1.539  -0.95
C33 -6.631 3.544 2.779  -0.40
C34 -5.544 4.156 3.382  -0.98
C35 -4.314 4.168 2.752  -0.06
C36 -2.107 4.929 0.851  -0.33
C37 -2.810 6.119 1.010  -0.35
C38 -2.138 7.326 1.091  -0.86
C39 -0.759 7.366 0.989  -0.44
C40 -0.058 6.190 0.780  -1.09
C41 -0.724 4.979 0.708  -0.50
H28 -3.219 3.404 -1.296  0.35
H29 -5.147 2.510 -0.072  0.47
H30 -7.314 2.456 1.069  0.42
H31 -7.588 3.524 3.279  0.40
H32 -5.655 4.625 4.349  0.39
H33 -3.458 4.614 3.237  0.55
H34 -3.888 6.108 1.084  0.52
H35 -2.696 8.238 1.245  0.41
H36 -0.237 8.310 1.067  0.40
H37 1.018 6.214 0.688  0.47
H38 -0.168 4.064 0.553  0.92